Entry from the OMol25 dataset: a 2-piece molecular cluster, C6H9O2 overall (ωB97M-V with the def2-TZVPD basis set).

XYZ file:
```
17
Properties=species:S:1:pos:R:3:forces:R:3
O 0.657531 -2.456572 -2.181637 -3.7 -0.8 2.4
C -0.488596 -2.396416 -1.561651 -0.7 2.4 -3.4
O -1.709806 -2.776045 -1.841440 4.6 0.5 1.4
C -0.522515 -1.168021 -0.375250 3.9 -0.4 0.8
C 0.659146 -0.137082 -0.020031 -0.4 -4.5 0.7
C 0.571084 0.924130 0.973591 1.2 3.9 -2.6
C 0.669652 0.421676 2.260528 1.6 -2.4 0.1
C 0.561313 2.252323 0.481257 -1.4 -1.1 0.6
H -1.489917 -0.711438 -0.233040 -0.1 -0.3 0.4
H -0.049162 -1.853574 0.436626 -1.6 0.8 -0.5
H 1.749303 -0.614840 -0.045976 -2.3 0.8 -0.5
H -1.581213 1.158222 -2.046243 -3.5 -2.5 -1.1
H 1.358557 -0.530733 2.412060 -1.8 2.1 0.1
H 0.023459 0.874002 3.004413 0.2 -0.5 0.3
H 0.471703 3.094506 1.201840 -0.1 -0.6 -0.6
H 0.184620 2.389582 -0.565220 0.7 0.1 1.0
H -1.065157 1.530280 -1.899828 3.4 2.5 0.9
```
Forces are in eV/Å.

Computed properties:
Orbital gap: 5.64 eV
Net charge: -1
LUMO: 2.38 eV

Atom charges from the Löwdin analysis, given in e for atoms 1 to 4: -0.13, -0.59, -0.13, -0.08

Entry from the OMol25 dataset: one molecule with the formula C6H8S2 (ωB97M-V with the def2-TZVPD basis set).

XYZ file:
```
16
Properties=species:S:1:pos:R:3:forces:R:3
S -2.689555 -0.307454 -0.775755 -2.4 -0.6 1.5
C -1.008917 -0.435115 -0.499627 3.5 2.0 -2.8
C -0.346493 -1.453603 0.308967 -3.3 -0.8 3.1
C 0.962807 -1.610406 0.413314 1.4 -1.7 -0.1
S 2.013729 -0.824943 -0.897463 0.0 -4.7 -0.2
C 1.922709 0.777223 -0.619729 -1.1 3.7 3.5
C 0.951624 1.371958 0.118871 -0.7 1.2 -3.1
C -0.513821 0.955112 0.095594 1.0 0.3 2.9
H -2.946318 -0.215040 0.578005 -0.4 0.1 -0.9
H -0.684943 -0.767069 -1.568614 0.2 1.6 1.2
H -1.265740 -1.784726 0.993523 2.8 -0.5 -0.6
H 1.502047 -2.413665 1.092644 -1.3 2.0 -1.5
H 2.856687 1.282784 -0.592922 0.9 0.5 -0.6
H 0.961192 2.498508 0.272281 0.7 -1.5 0.3
H -0.694923 1.050479 1.261071 -0.5 -1.1 -1.8
H -1.020088 1.875959 -0.180156 -0.6 -0.4 -0.9
```
Forces are in eV/Å.

Computed properties:
Orbital gap: 8.89 eV
LUMO: 0.78 eV

Atom charges from the Löwdin analysis, given in e for atoms 1 to 4: 0.79, -0.83, -0.25, -0.33

Entry from the OMol25 dataset: C24H22CrN4OS4Te as an isolated structure (ωB97M-V with the def2-TZVPD basis set).

XYZ file:
```
57
Properties=species:S:1:pos:R:3:forces:R:3
Cr 0.594688 0.157728 -1.306248 0.1 0.0 0.4
S -2.030445 -1.949345 -3.349067 0.0 -0.1 0.1
C -3.458820 -0.941847 -3.123173 -0.1 0.0 -0.1
C -4.589056 -1.269333 -3.887057 0.0 0.0 0.0
C -5.778430 -0.570967 -3.778118 0.0 0.0 0.0
C -5.870002 0.505899 -2.904966 0.0 0.0 0.0
C -4.765695 0.836327 -2.134820 0.0 0.0 0.0
C -3.572092 0.117217 -2.207953 0.1 0.0 0.0
S -2.274542 0.649504 -1.101444 -0.1 0.1 0.1
C -2.414834 -0.612325 0.193614 0.0 -0.1 0.0
C -1.231552 -1.528533 0.492006 0.0 0.1 -0.1
C -1.336876 -2.232647 1.679459 0.0 0.0 0.0
C -0.285051 -3.131198 2.006492 0.0 0.0 0.0
C 0.702028 -3.363318 1.114149 0.0 0.0 0.0
C 0.692713 -2.709187 -0.190171 0.1 0.0 0.0
C 1.543185 -3.071199 -1.177284 -0.1 0.0 0.0
S 3.166912 -0.095198 -1.892686 0.1 0.0 0.0
C 3.643928 1.495494 -1.306860 0.0 0.1 0.0
C 4.935741 1.698166 -0.807994 0.0 0.0 0.0
C 5.373689 2.931445 -0.342234 0.0 0.0 0.0
C 4.500068 4.012248 -0.365121 0.0 0.0 0.0
C 3.210784 3.832514 -0.848513 0.0 0.0 0.0
C 2.751238 2.597933 -1.322166 0.0 0.0 0.0
S 1.107089 2.472723 -1.937731 0.0 -0.1 0.1
N -0.212298 -1.639002 -0.366913 -0.1 0.1 0.0
H -4.498439 -2.084078 -4.595566 0.0 0.0 0.0
H -6.625562 -0.854134 -4.393872 0.0 0.0 0.0
H -6.786297 1.078584 -2.819695 0.0 0.0 0.0
H -4.811701 1.664833 -1.438051 0.0 0.0 0.0
H -3.249205 -1.254788 -0.087284 0.0 0.0 -0.1
H -2.691880 -0.095025 1.113341 0.0 0.0 -0.1
H -2.192300 -2.090390 2.327975 0.0 0.0 0.0
H -0.276945 -3.633547 2.970787 0.0 0.0 0.0
H 1.507935 -4.058775 1.326645 0.0 0.0 0.0
H 1.533932 -2.573925 -2.137630 0.0 0.0 0.0
H 2.272583 -3.852543 -0.994383 0.0 0.0 0.0
H 5.608120 0.846513 -0.798641 0.0 0.0 0.0
H 6.385129 3.042118 0.036881 0.0 0.0 0.0
H 4.813514 4.986847 -0.003275 0.0 0.0 0.0
H 2.516394 4.666087 -0.861234 0.0 0.0 0.0
C -1.135122 1.579572 3.813769 0.0 0.0 0.0
N 0.010972 0.986355 3.155867 -0.2 0.3 -0.1
C 0.865029 0.181430 3.819696 0.0 -0.2 0.3
C 1.844240 -0.464280 3.181970 0.2 0.0 -0.2
C 1.963755 -0.240567 1.756489 0.1 -0.1 0.4
N 1.098549 0.503401 1.087147 -0.3 0.3 -0.1
C 0.053553 1.084779 1.747019 0.1 -0.4 0.0
O -0.874977 1.648462 1.199794 0.0 0.3 -0.1
N 2.991209 -0.786633 1.128041 0.1 -0.1 -0.2
H -0.983185 1.530317 4.892535 0.0 0.0 0.0
H -2.053479 1.054852 3.545258 0.0 0.0 0.0
H -1.240565 2.615679 3.501209 0.0 0.0 0.0
H 0.699958 0.089145 4.885870 0.0 0.0 0.0
H 2.535827 -1.112063 3.697182 0.0 0.0 0.0
H 3.461043 -1.554126 1.575119 0.0 0.1 0.0
H 3.071775 -0.684577 0.091538 0.0 -0.1 0.0
Te -0.216221 -0.412630 -3.859690 -0.1 -0.1 -0.3
```
Forces are in eV/Å.

Computed properties:
Orbital gap (alpha / beta): 4.71 / 5.03 eV
Net charge: -2
Expectation value of S²: 6.0290
Multiplicity: 5
LUMO (alpha / beta): 4.35 / 4.35 eV

Atom charges from the Löwdin analysis, given in e for atoms 1 to 4: -0.10, 0.28, -0.68, -0.14

Entry from the OMol25 dataset: one molecule with the formula C5H11NO (ωB97M-V with the def2-TZVPD basis set).

XYZ file:
```
18
Properties=species:S:1:pos:R:3:forces:R:3
C 0.023802 -1.750460 1.245041 -0.3 0.5 -0.8
C -0.145676 -1.176522 0.040356 0.8 -0.6 1.2
C 0.200765 0.272097 -0.329654 0.0 -0.1 0.1
C 1.529445 0.736988 0.276617 0.1 0.1 0.3
N 0.326147 0.367028 -1.789882 -0.5 0.4 0.0
C -0.959716 1.170141 0.157584 -1.1 -1.6 -0.5
O -2.204219 0.572769 -0.356642 0.2 1.0 -0.1
H 0.314928 -1.178934 2.120746 0.1 0.0 -0.1
H -0.142957 -2.814409 1.384847 -0.1 0.2 0.0
H -0.460227 -1.824784 -0.776707 0.0 0.2 0.0
H 1.808550 1.727396 -0.102172 -0.2 -0.2 -0.1
H 1.470604 0.816685 1.367386 0.0 -0.1 -0.1
H 2.342120 0.042174 0.033792 -0.2 0.1 0.0
H 0.881076 -0.404671 -2.149704 -0.1 0.1 0.1
H -0.606080 0.311476 -2.202144 0.3 -0.1 0.0
H -1.049200 1.212942 1.247339 0.4 -0.1 -0.1
H -0.886602 2.190827 -0.229660 -0.1 -0.3 -0.2
H -2.442761 -0.270744 0.062858 0.7 0.5 0.2
```
Forces are in eV/Å.

Computed properties:
Orbital gap: 10.31 eV
LUMO: 0.91 eV

Atom charges from the Löwdin analysis, given in e for atoms 1 to 4: 0.02, -0.13, -0.58, -0.05

Entry from the OMol25 dataset: a 2-piece molecular cluster, CH2FNOS overall (ωB97M-V with the def2-TZVPD basis set).

XYZ file:
```
7
Properties=species:S:1:pos:R:3:forces:R:3
C 0.162510 -1.235407 0.693209 0.3 0.0 -0.1
N 0.060571 1.163010 0.586469 -2.1 -0.5 0.6
O 1.214914 -1.355219 0.185005 -0.9 -0.8 0.4
F 0.542038 1.679512 1.778855 0.2 0.0 0.7
S 1.267377 1.386520 -0.456198 2.1 0.6 -0.6
H -0.627112 -2.050463 0.938883 0.9 0.8 -0.2
H 0.490935 1.235199 -1.501592 -0.5 -0.1 -0.7
```
Forces are in eV/Å.

Computed properties:
Orbital gap (alpha / beta): 7.87 / 8.66 eV
LUMO (alpha / beta): -0.30 / 0.15 eV

Atom charges from the Löwdin analysis, given in e for atoms 1 to 4: -0.08, -0.47, -0.04, -0.20

Entry from the OMol25 dataset: a 16-piece molecular cluster, C22H76O16 overall (ωB97M-V with the def2-TZVPD basis set).

XYZ file:
```
114
Properties=species:S:1:pos:R:3:forces:R:3
C 4.236244 -1.620403 -0.366412 1.9 0.3 1.5
O 4.835451 -2.524446 -1.285648 -0.7 -0.1 -1.0
H 4.100534 -2.144699 0.579525 -0.8 0.1 0.0
H 5.029248 -0.914523 -0.119465 0.0 0.4 0.1
H 3.393618 -0.983208 -0.634864 -0.2 -0.9 -0.7
H 5.053749 -3.340522 -0.829615 -0.2 0.1 0.0
C -3.098262 -3.156030 -0.171880 -1.0 -1.2 1.2
O -4.258487 -3.799615 -0.795447 1.0 1.2 0.0
H -2.393529 -3.944484 0.092296 0.4 0.2 -0.2
H -2.589836 -2.299269 -0.614106 -0.3 -0.2 -0.9
H -3.460286 -2.776737 0.783726 -0.1 0.1 0.1
H -3.956449 -4.608935 -1.214212 0.1 0.1 -0.1
C -4.559504 0.425870 -1.722557 -0.8 -0.8 -0.6
O -5.499748 1.382643 -1.215118 0.9 0.5 0.0
H -3.708644 0.830512 -2.270637 0.2 0.4 0.5
H -4.249110 -0.224819 -0.905021 0.1 0.0 -0.2
H -5.130468 -0.115963 -2.476570 0.3 -0.7 0.1
H -5.522558 2.019359 -1.933222 -0.5 0.5 0.2
C -1.418404 -2.003568 -3.232710 -0.4 0.2 0.3
O -2.773660 -2.441936 -3.531766 1.3 0.6 0.3
H -1.302644 -0.953574 -2.963998 -0.6 0.5 -0.6
H -1.043188 -2.408586 -2.292881 0.1 -0.9 -0.2
H -0.769111 -2.213441 -4.082696 -0.2 -0.2 0.2
H -3.238100 -2.404766 -2.692411 -0.3 -0.1 0.0
C 1.858922 -2.496833 4.603967 -1.3 -0.1 1.1
O 2.711250 -1.383550 4.443399 0.7 -0.1 -1.0
H 1.004613 -2.104410 5.155578 -0.4 -0.5 0.2
H 1.437971 -2.964311 3.713825 0.6 0.7 -0.5
H 2.262680 -3.335905 5.170562 0.5 0.2 0.1
H 3.107830 -1.164617 5.289801 -0.1 -0.1 0.0
C 2.590860 4.843687 -1.010824 0.2 2.0 0.6
O 3.621890 5.575150 -1.761848 -0.4 -1.7 0.4
H 2.699933 3.767368 -0.877666 0.4 0.0 -1.3
H 2.533462 5.106986 0.045338 0.4 0.6 0.2
H 1.631827 5.198701 -1.388087 -0.2 -0.8 -0.3
H 3.762316 6.473849 -1.454890 -0.4 -0.1 0.4
C 0.604781 -0.434051 0.083081 -1.6 0.0 0.4
O -0.551307 0.162007 -0.534182 0.5 -1.0 -0.6
H 0.649727 -1.487604 -0.192782 0.3 0.1 -0.7
H 1.528723 0.115784 -0.096113 -0.1 -0.2 0.1
H 0.343090 -0.518316 1.137842 0.7 0.4 0.5
H -0.535840 1.104955 -0.354691 0.1 0.5 0.3
C -4.981962 3.228838 1.416182 -1.5 0.0 -1.2
O -4.613300 1.878545 1.470677 1.3 -0.2 0.5
H -4.428313 3.878585 0.738393 1.0 -0.1 0.3
H -5.927260 3.185823 0.875204 -0.7 0.7 0.8
H -5.017536 3.623202 2.431725 -0.3 0.1 -0.2
H -4.784046 1.480350 0.614012 -0.2 0.0 -0.5
C -2.888319 0.686193 4.022028 0.6 0.6 -1.6
O -4.048341 0.142926 3.415929 -0.1 -0.8 1.6
H -2.625551 0.505808 5.064388 -1.0 -0.6 0.1
H -2.058460 0.326122 3.413936 0.6 0.1 0.2
H -2.903452 1.769235 3.899922 0.1 0.1 0.3
H -4.307825 0.752462 2.721138 -0.1 0.2 -0.2
C 2.167167 1.867331 2.029907 -0.3 -1.6 0.1
O 2.929934 0.631686 1.905123 0.3 1.3 -0.8
H 1.968789 2.306890 1.052400 0.5 -0.3 -0.2
H 1.174204 1.583416 2.378477 -0.1 0.4 0.4
H 2.635041 2.625142 2.658344 0.1 -0.2 0.2
H 2.808129 0.009858 2.626297 -0.3 0.3 0.5
C -0.364822 4.396311 3.625802 -1.2 -0.1 0.0
C -1.792824 4.482834 3.051756 0.3 0.1 1.4
O -1.989831 3.297157 2.306791 0.2 0.3 -0.6
H 0.280078 4.174917 2.775401 0.4 0.2 0.3
H -0.374482 3.577575 4.345301 0.3 -0.2 -0.2
H -0.096506 5.278043 4.207741 0.2 0.2 -0.4
H -1.972149 5.416099 2.517940 0.1 -0.1 -0.6
H -2.510537 4.504813 3.871815 -0.1 0.0 0.2
H -2.892149 2.978669 2.384117 0.0 -0.1 -0.2
C 2.144055 -4.985136 0.722715 -0.3 0.4 0.2
C 1.132187 -6.089032 0.546196 0.1 0.5 0.3
O 1.646372 -7.078587 -0.306123 -0.3 -0.8 -0.2
H 2.833789 -5.204165 1.537811 0.3 -0.3 -0.3
H 1.645071 -4.074856 1.055138 0.0 0.3 -0.3
H 2.633805 -4.893826 -0.246771 0.3 0.5 0.2
H 0.222490 -5.724802 0.068829 0.0 0.0 -0.1
H 0.874908 -6.409538 1.555746 -0.3 -0.7 0.0
H 2.417177 -7.501619 0.079245 0.0 0.1 0.2
C 3.233449 2.749948 -5.518227 -0.5 -0.1 0.3
C 2.959666 3.658390 -4.291361 0.6 0.6 -0.2
O 1.972408 4.702311 -4.487645 0.2 -0.8 -0.8
H 3.792348 1.860555 -5.227165 -0.4 -0.3 0.7
H 3.898373 3.036014 -6.333172 -0.3 1.2 0.1
H 2.276717 2.444281 -5.941710 0.1 -0.2 -0.1
H 3.875640 4.162587 -3.983344 0.2 -0.2 0.0
H 2.633691 3.059542 -3.440930 0.0 -0.4 -0.1
H 1.788926 5.086225 -3.627097 0.2 0.0 0.1
C -0.341164 3.078347 -2.380419 -0.6 -0.4 1.1
C -0.979943 3.598893 -1.058933 0.5 -0.3 -1.7
O -0.471990 2.848302 0.028827 0.3 0.5 -0.5
H -0.575637 3.721388 -3.228719 0.2 0.0 0.1
H -0.717978 2.073737 -2.572412 -0.2 0.0 -0.2
H 0.726655 2.911259 -2.239222 0.1 0.5 -0.1
H -2.062968 3.487285 -1.110825 -0.2 0.0 0.0
H -0.775967 4.665369 -0.963344 0.2 0.2 0.3
H -0.947590 3.203239 0.783426 -0.3 -0.4 0.9
C -1.417655 -2.651809 3.276197 -0.3 0.3 1.5
C -1.703611 -4.144449 3.166441 -0.2 2.3 -2.2
O -0.496432 -4.835937 3.370709 -0.4 -0.5 0.5
H -1.189380 -2.493000 4.330130 0.3 0.3 0.1
H -2.310697 -2.046177 3.122018 -0.2 -0.2 -0.3
H -0.605502 -2.204414 2.703174 0.0 -0.6 -0.3
H -2.034903 -4.234598 2.131926 0.0 -0.7 -0.2
H -2.609861 -4.316911 3.747020 0.5 -0.8 0.7
H -0.639815 -5.735055 3.066345 0.2 -0.2 0.1
C 2.695524 -1.346369 -4.071323 -0.1 -0.1 0.0
C 2.469369 -2.839035 -4.320414 -0.9 0.9 1.1
O 3.422335 -3.404729 -5.155413 0.5 -0.6 -0.5
H 3.083443 -0.876263 -4.974994 0.0 0.1 0.0
H 3.376728 -1.184542 -3.235947 0.2 0.0 -0.2
H 1.752690 -0.866437 -3.808942 -0.1 0.1 0.0
H 1.465818 -2.986927 -4.719285 0.1 -0.1 -0.5
H 2.443684 -3.318132 -3.341690 0.1 -0.3 0.1
H 4.138516 -3.727904 -4.603833 0.1 0.0 -0.1
```
Forces are in eV/Å.

Computed properties:
Orbital gap: 10.04 eV
LUMO: 0.28 eV

Atom charges from the Löwdin analysis, given in e for atoms 1 to 4: -0.15, -0.13, 0.08, 0.08

Number 1: energy -384.28322 Eh, strongest force on any atom 4.82 eV/Å. Number 2: energy -1029.65499 Eh, strongest force on any atom 5.21 eV/Å. Number 3: energy -4127.40362 Eh, strongest force on any atom 0.41 eV/Å. Number 4: energy -327.06924 Eh, strongest force on any atom 1.98 eV/Å. Number 5: energy -667.13946 Eh, strongest force on any atom 2.26 eV/Å. Number 6: energy -2087.29698 Eh, strongest force on any atom 3.18 eV/Å.